Formula: C5H8O
Source: OMol25
Level of theory: wB97M-V/def2-TZVPD

```
14
Properties=species:S:1:pos:R:3:forces:R:3
C -0.87414 -0.13589 -1.43002 -0.2 -0.1 0.1
H -1.06192 0.92930 -1.56726 0.1 -0.2 0.0
O 1.50645 1.31704 0.59878 0.0 0.1 -0.1
H -2.40123 0.13633 1.14846 0.1 -0.1 0.1
C -0.97412 -0.69550 -0.22612 -0.2 0.2 0.0
H 3.03961 -0.43798 0.93596 0.0 -0.1 0.1
H -0.91673 1.08807 0.99411 -0.1 -0.2 0.0
C -1.31441 0.06846 1.02949 0.0 -0.1 -0.1
H 1.64160 0.61542 -1.37807 0.0 -0.1 0.2
C 1.96855 -0.44133 0.70576 0.3 -0.1 -0.1
H -0.61994 -0.71514 -2.31185 -0.1 0.0 0.1
H -0.89605 -0.42367 1.91142 -0.1 0.1 -0.1
C 1.69966 0.46101 -0.29843 0.1 0.2 0.0
H -0.79732 -1.76610 -0.11224 0.0 0.2 -0.1
```
Positions in Å, forces in eV/Å.

For the HOMO-LUMO gap, the calculation gives 0.3551 Ha. The HOMO energy is -0.3322 hartree. As for the lowest unoccupied orbital energy: 0.62 eV.

Here are the natural (NBO) charges for atoms 1 to 2, given in e: -0.458, 0.193


Formula: C31H26MoN6O2S3
Source: OMol25
Level of theory: wB97M-V/def2-TZVPD

```
69
Properties=species:S:1:pos:R:3:forces:R:3
H 2.43450 2.85515 -5.80355 0.0 0.0 0.0
C -1.40390 1.58056 0.19448 0.1 0.0 -0.3
Mo 0.77705 -0.91369 0.28142 -0.3 1.0 -0.7
C 0.62982 -3.68624 -1.28177 0.0 -0.3 -0.1
H -5.84308 -4.04440 2.10188 0.0 0.0 0.0
C 0.93808 -2.55811 2.79883 0.5 0.1 0.1
N 0.08000 0.40644 -1.29966 0.0 -0.2 -0.2
H 5.20765 -1.59065 4.33313 0.0 0.0 0.0
C -0.67376 1.32772 1.37315 0.3 0.0 -0.2
H -1.84798 2.99286 -1.98315 0.0 0.0 0.0
C 1.75129 -0.11228 -2.66192 0.1 0.1 -0.1
H 4.32386 0.92872 -3.21189 0.1 0.0 0.0
C -0.83032 1.30925 -1.13490 -0.1 0.2 0.1
C 4.59165 -0.51893 2.57950 0.0 0.1 -0.1
H -0.48891 2.38482 -2.95371 0.0 0.0 0.0
H 5.47714 0.09446 2.50012 0.0 0.0 0.0
C -1.84546 -1.96474 0.99229 -0.2 -0.1 0.0
O -1.28712 -1.19889 0.12603 0.3 0.1 0.3
O 0.56181 0.83545 1.31641 -0.3 -0.2 0.3
C 2.81670 2.94069 -2.44685 0.0 0.1 0.0
N 0.81414 -2.67803 -0.70210 0.0 -0.5 -0.2
H 1.28664 -4.37137 3.85562 0.0 0.0 0.0
N -1.20682 -2.50893 1.99994 0.3 0.1 -0.2
C -5.34802 -1.73536 -0.32645 0.0 0.0 0.0
C -2.70692 2.07661 0.28929 -0.1 0.0 0.0
C 3.65332 1.18791 -4.02998 0.0 0.0 0.0
C 3.25134 -2.16317 3.65975 0.1 0.0 0.1
H 1.22422 4.94946 -5.32365 0.0 0.0 0.0
C 2.28046 -1.95602 2.69901 -0.3 -0.2 0.0
C 1.55725 4.84416 -3.20428 0.0 0.0 0.0
C -2.57018 2.05624 2.67530 0.0 0.0 0.0
C 1.67235 4.38874 -4.51347 0.0 0.0 0.0
C -3.29706 -2.21235 0.83477 0.1 0.0 0.0
H -0.69281 1.39441 3.50109 0.0 0.0 0.0
H -3.45365 -0.81604 -0.77302 0.0 0.0 0.0
C 0.60144 -3.52193 3.88189 0.0 0.0 0.0
H -5.88716 -1.19402 -1.09282 0.0 0.0 0.0
N 0.53852 0.28316 -2.62688 0.0 -0.1 0.4
H 3.25498 2.36612 -1.63872 0.0 0.0 0.0
C 2.35841 3.21546 -4.78396 0.0 0.0 0.0
C 2.94285 2.48314 -3.75443 0.0 0.0 0.0
C -3.96665 -3.11899 1.65113 0.0 0.0 0.0
H 4.22727 1.22032 -4.95587 0.0 0.0 0.0
H 2.03708 4.45855 -1.14852 0.0 0.0 0.0
C -3.30200 2.29962 1.51447 0.1 0.0 0.0
C -1.32048 2.10319 -2.31277 0.0 0.0 0.0
S 2.49191 -0.20189 -4.27307 0.0 -0.1 0.0
H 3.06448 -2.86460 4.45913 0.0 0.0 0.0
H -3.02735 2.22312 3.64273 0.0 0.0 0.0
C 4.43383 -1.44390 3.59146 0.0 -0.1 0.1
H 3.67659 0.33245 0.83219 0.0 0.0 0.0
N 2.47156 -1.11490 1.66213 0.1 0.1 0.1
C -5.32229 -3.33650 1.47057 0.0 0.0 0.0
H 1.02403 5.76214 -2.99326 0.0 0.0 0.0
H -4.32139 2.65498 1.56981 0.0 0.0 0.0
H -1.98713 1.48530 -2.91931 0.0 0.0 0.0
H -3.41513 -3.64658 2.41713 0.0 0.0 0.0
H -7.06926 -2.83238 0.33042 0.0 0.0 0.0
S 0.39033 -5.06647 -2.06817 0.0 0.2 0.1
C -6.01301 -2.64862 0.47976 0.0 0.0 0.0
C 2.12885 4.11638 -2.17178 0.0 0.0 0.0
H 0.69419 -3.04450 4.86028 0.0 0.0 0.0
H -0.41650 -3.87367 3.75841 0.0 0.0 0.0
C 3.58808 -0.38065 1.63697 0.0 -0.1 0.0
S 2.71890 -0.45391 -1.25276 -0.3 -0.2 0.0
C -1.27036 1.59474 2.60782 0.0 0.0 0.0
N 0.10875 -2.11016 1.93027 -0.3 -0.2 0.2
C -3.99006 -1.51867 -0.15108 -0.1 0.0 0.0
H -3.27648 2.24926 -0.61482 0.0 0.0 0.0
```
Positions in Å, forces in eV/Å.

For the HOMO-LUMO gap (alpha / beta), the calculation gives 0.2342 / 0.2368 Ha. The HOMO energy (alpha / beta) is -0.2717 / -0.2860 hartree. As for the lowest unoccupied orbital energy (alpha / beta): -1.02 / -1.34 eV. As for the multiplicity: 3.

Here are the natural (NBO) charges for atoms 1 to 2, given in e: 0.213, -0.203


Record-wise electronic energy values, in hartree: -270.3587 -2938.7882
Record-wise M values, in Da: 84.118 706.730
Record-wise energy above the lowest of the compared OMol25 structures with the same formula, charge and spin values, in kcal per mole: 124.98 2.14